(1)
{
  "formula": "C3H5NO4",
  "method": "ωB97M-V with the def2-TZVPD basis set",
  "species": ["C", "C", "C", "H", "H", "H", "H", "H", "N", "O", "O", "O", "O"],
  "xyz": [[-1.115, -0.488, 1.016], [0.289, 0.792, -0.147], [0.072, 0.054, -2.386], [-1.040, -0.307, 2.102], [-0.370, -1.471, 0.635], [-2.272, -0.854, 1.007], [0.505, 0.098, -3.482], [2.231, 0.535, 2.048], [1.363, 0.665, 0.412], [-0.920, 0.767, 0.411], [0.416, 1.014, -1.486], [-0.376, -0.964, -1.864], [1.218, 0.159, 1.735]],
  "forces_ev_per_angstrom": [[-2.1, -4.3, 1.7], [-2.4, 0.1, -1.5], [0.7, -3.2, 2.5], [0.6, -0.5, -0.5], [-2.3, 3.4, 1.0], [2.6, 1.0, -1.0], [-1.2, 0.7, 2.2], [-4.4, -2.0, -0.7], [3.1, -1.5, 1.7], [0.0, -0.5, -1.4], [-0.1, 2.5, -2.6], [0.1, 1.2, -2.5], [5.4, 3.1, 1.0]],
  "gap_ev": 10.4,
  "max_force_ev_per_a": 6.305
}

(2)
{
  "formula": "C9H14",
  "method": "ωB97M-V with the def2-TZVPD basis set",
  "species": ["C", "C", "C", "C", "C", "C", "C", "H", "H", "H", "H", "H", "H", "H", "H", "C", "C", "H", "H", "H", "H", "H", "H"],
  "xyz": [[1.070, 0.699, -2.829], [-2.398, -0.296, -1.585], [-1.398, 0.286, -2.379], [-2.175, -0.715, -0.248], [-0.100, 0.316, -1.903], [-0.856, -0.392, 0.247], [0.188, -0.088, -0.664], [-3.356, -0.507, -2.071], [-1.736, 0.636, -3.393], [-2.871, -1.135, 0.310], [-0.686, -0.415, 1.271], [1.986, 0.826, -2.251], [0.672, 1.585, -3.390], [1.083, -0.371, -0.182], [1.386, -0.064, -3.514], [0.788, -0.641, 3.075], [1.505, 0.662, 2.553], [1.204, -1.482, 2.581], [0.963, -0.947, 4.162], [-0.282, -0.747, 3.086], [2.392, 0.485, 2.080], [1.023, 1.031, 1.671], [1.596, 1.273, 3.372]],
  "forces_ev_per_angstrom": [[-1.2, 0.7, 0.4], [-0.1, -0.7, 0.1], [-1.9, -0.2, -0.1], [5.5, 3.8, -3.3], [1.8, 0.2, -3.1], [-2.6, -0.9, -2.8], [-2.4, -1.0, 3.7], [0.2, 0.2, 0.3], [0.9, -0.3, 1.1], [-3.2, -1.7, 2.6], [0.5, -0.6, 1.4], [-0.2, 0.9, 0.1], [1.2, -0.5, 0.3], [1.7, 0.7, -0.4], [-0.5, -0.6, -0.7], [1.3, -0.3, 1.8], [-3.1, -2.5, 0.0], [0.1, -0.9, -0.8], [0.5, 1.1, -1.1], [-0.5, 0.6, -0.6], [3.0, -1.1, -0.3], [-1.2, 0.9, 0.1], [0.3, 2.2, 1.3]],
  "gap_ev": 9.9,
  "max_force_ev_per_a": 7.434
}